No. 1
Molecular formula: C4H5N3S
Method: DFT, wB97M-V/def2-TZVPD

The structure (SMILES) is CC(=S)n1cncn1. For the gap between HOMO and LUMO, the calculation gives 8.60 eV. The value obtained for the total energy is -19533.750 eV. The calculation puts the energy relative to the best compared isomer or geometry (same formula, charge and spin) at 1.131 eV. The largest force on an atom is 1.9 eV/A.

Each line ends with the Löwdin charge.
Positions of all 13 atoms, in Å:
C 1.3332 -1.2838 1.1653  -0.1121
C 1.0414 -0.1529 0.2595  -0.7903
S 2.1114 0.8984 -0.3587  0.7411
N -0.3473 -0.0887 -0.0182  -0.1360
C -1.0746 0.7397 -0.8563  -0.1560
N -2.3582 0.5627 -0.7641  0.0982
C -2.4106 -0.4738 0.1501  -0.1875
N -1.2428 -0.9011 0.5617  0.0770
H 1.1865 -1.0028 2.1956  0.0923
H 2.3814 -1.5743 1.0728  0.0778
H 0.8132 -2.1490 0.8104  0.0716
H -0.5535 1.3604 -1.5829  0.1138
H -3.3078 -0.9949 0.4757  0.1101

---

No. 2
Molecular formula: C5H5N
Method: DFT, wB97M-V/def2-TZVPD

For the gap between HOMO and LUMO, the calculation gives 8.52 eV. The value obtained for the total energy is -6749.178 eV. The calculation puts the energy relative to the best compared isomer or geometry (same formula, charge and spin) at 6.730 eV. The largest force on an atom is 2.9 eV/A.

Each line ends with the Löwdin charge.
Positions of all 11 atoms, in Å:
C 1.0179 0.6887 0.6017  0.0283
C 1.6110 -1.1125 0.2113  0.0870
C -1.8759 0.1090 0.4092  0.0472
C -0.9684 -0.7604 0.0006  -0.1429
C 2.2916 0.2538 -0.0426  -0.1976
N 0.4108 -0.4270 0.1004  -0.2085
H -2.9783 0.0104 0.1839  0.0918
H -1.4256 0.9008 0.9715  0.0422
H -1.1344 -1.5955 -0.5785  0.0840
H 2.0217 0.3792 -1.0204  0.0690
H 3.2600 0.6032 0.3252  0.0994

---

No. 3
Molecular formula: C7H17N4O
Method: DFT, wB97M-V/def2-TZVPD

For the gap between HOMO and LUMO (alpha / beta), the calculation gives 8.09 / 7.58 eV. Its total charge is +1. The value obtained for the total energy is -15530.432 eV. The calculation puts the energy relative to the best compared isomer or geometry (same formula, charge and spin) at 6.523 eV. The largest force on an atom is 3.5 eV/A.

Each line ends with the Löwdin charge.
Positions of all 29 atoms, in Å:
C 2.2824 0.0133 0.9985  -0.0316
C 1.6764 -1.1806 0.9250  -0.0697
C 0.7675 0.2189 -0.6858  0.0187
C 2.4571 2.1047 -0.0647  -0.0545
C 0.8236 -2.2207 -1.1269  0.0049
C -1.9115 0.8171 0.8131  -0.1924
C -2.5587 -0.5328 0.4308  -0.1580
N 1.9689 0.7776 -0.1002  -0.1268
N -1.7527 1.4195 -1.4432  -0.0096
N -1.0567 1.3921 -0.2503  -0.0953
N 0.6740 -1.1913 -0.0954  -0.1471
O -1.7349 -1.7160 0.7744  -0.0804
H 2.8676 0.5776 1.7132  0.1440
H 1.4162 -1.7805 1.8039  0.1341
H 0.5916 0.2819 -1.7188  0.1062
H 3.5505 2.1373 0.0172  0.1081
H 2.1518 2.5987 -0.9048  0.0585
H 2.0385 2.7443 0.7967  0.1305
H 1.8161 -2.0901 -1.5949  0.1275
H 0.7720 -3.2048 -0.6143  0.1193
H -0.0316 -2.2343 -1.7556  0.0910
H -2.6950 1.4776 0.9605  0.0878
H -1.3876 0.6789 1.8251  0.1526
H -2.6862 -0.6983 -0.6211  0.1089
H -3.3780 -0.5811 1.1361  0.1245
H -2.7862 1.2490 -1.2982  0.1175
H -1.4839 2.1172 -2.0921  0.0801
H -0.2719 -1.2677 0.5538  0.1540
H -2.1193 -1.9077 1.6181  0.0970